(1)
Density functional theory data (the ωB97M-V functional and the def2-TZVPD basis) for a molecular structure, C5H12NO in a non-equilibrium geometry.

calculated total energy	-8900.919	eV
orbital gap	4.492	eV
ΔE to the lowest compared entry with this formula, charge and spin	223.9	kcal/mol
net charge	+1
LUMO energy	-8.503	eV

Cartesian coordinates (Å):
C: -0.3725 1.3819 -0.7789
O: 1.5837 2.4123 0.2721
C: -0.6689 1.0520 0.6632
C: 0.3356 0.0928 1.2105
C: 0.5038 -1.1183 0.4942
C: -0.8856 -2.4673 -0.7103
N: 0.0488 -1.3838 -0.7078
H: -0.9072 2.2427 -1.1596
H: 0.7607 1.6281 -0.7461
H: 2.4396 2.8168 0.0481
H: -0.3088 0.5068 -1.4865
H: -1.7034 0.6767 0.7155
H: 1.0196 0.3644 1.9963
H: -0.6160 1.9879 1.2196
H: 1.1020 -1.8556 1.0426
H: 1.1007 0.0244 0.1996
H: -0.4980 -3.4138 -0.3161
H: -1.8264 -2.2029 -0.2133
H: -1.1077 -2.7453 -1.7430

---

(2)
Density functional theory data (the ωB97M-V functional and the def2-TZVPD basis) for a gas-phase ion, C5H12NO (charge +1) in a non-equilibrium geometry.

calculated total energy	-8909.372	eV
orbital gap	9.494	eV
ΔE to the lowest compared entry with this formula, charge and spin	29.0	kcal/mol
net charge	+1
SMILES	C=[NH+]CCCCO
LUMO energy	-5.120	eV

Cartesian coordinates (Å):
C: -1.7426 0.2995 1.0536
O: -0.6747 0.0123 2.0491
C: -1.0447 0.9364 -0.1693
C: -0.5326 -0.0382 -1.2570
C: 0.5001 -1.0223 -0.6260
C: 2.4992 0.3309 -0.3905
N: 1.5538 -0.3412 0.1268
H: -2.5248 0.9533 1.4272
H: -2.0800 -0.6924 0.7453
H: -1.0372 -0.7953 2.4089
H: -1.6091 1.7487 -0.6248
H: -0.1516 1.4258 0.2247
H: -0.0684 0.5523 -2.0568
H: -1.2980 -0.6304 -1.7591
H: 0.8868 -1.8253 -1.2459
H: -0.0912 -1.4840 0.1612
H: 3.3511 0.5521 0.2509
H: 2.6631 0.4059 -1.4581
H: 1.4007 -0.3881 1.1398

---

(3)
Density functional theory data (the ωB97M-V functional and the def2-TZVPD basis) for 2 unconnected molecules or ions with the total composition C5H12NO in a non-equilibrium geometry.

calculated total energy	-8908.497	eV
orbital gap	8.894	eV
ΔE to the lowest compared entry with this formula, charge and spin	49.2	kcal/mol
net charge	+1
LUMO energy	-5.240	eV

Cartesian coordinates (Å):
C: 1.1740 -2.0359 -1.9782
C: 0.4004 -0.7308 -2.0799
C: -0.4912 -0.5246 -0.8610
C: -0.1906 0.2525 0.1705
N: -0.9906 0.0519 1.3327
C: -0.6246 0.3134 2.5427
H: 0.3274 -2.7660 -2.0759
H: 1.8545 -2.2621 -2.8088
H: 1.6499 -2.3784 -1.0458
H: 1.0244 0.1630 -2.2967
H: -0.3573 -0.8102 -2.9660
H: -1.1175 -1.4081 -0.7351
H: 0.5018 1.0880 0.1253
H: -1.8706 -0.4740 1.2676
H: 0.0333 1.1831 2.6537
H: -0.7932 -0.3492 3.3657
H: 0.4890 3.8233 2.1468
H: -0.8468 3.6817 1.3856
O: -0.1725 3.1825 1.8569

---

(4)
Density functional theory data (the ωB97M-V functional and the def2-TZVPD basis) for 2 unconnected molecules or ions with the total composition C5H12NO.

calculated total energy	-8908.903	eV
orbital gap	6.743	eV
ΔE to the lowest compared entry with this formula, charge and spin	39.8	kcal/mol
net charge	+1
LUMO energy	-5.253	eV

Cartesian coordinates (Å):
C: 1.7275 0.1505 1.4721
C: 1.8592 0.1917 0.1539
O: 2.3989 -0.8732 -0.5032
C: 1.4390 1.3471 -0.7135
H: 1.1169 0.8206 2.0563
H: 2.2115 -0.6654 1.9945
H: 2.7854 -0.6029 -1.3410
H: 0.6415 1.9191 -0.2376
H: 2.2795 2.0297 -0.8518
H: 1.1148 1.0446 -1.7128
C: -1.2914 -0.2570 0.5531
C: -3.2956 -0.1234 -0.8863
N: -2.6772 -0.5585 0.1275
H: -0.9572 -1.0943 1.1545
H: -1.2821 0.6643 1.1266
H: -0.6689 -0.1722 -0.3300
H: -2.8150 0.5200 -1.6139
H: -4.3272 -0.4095 -1.0472
H: -3.2224 -1.1132 0.7854

---

(5)
Density functional theory data (the ωB97M-V functional and the def2-TZVPD basis) for a gas-phase ion, C5H12NO (charge +1) in a non-equilibrium geometry.

calculated total energy	-8909.908	eV
orbital gap	11.214	eV
ΔE to the lowest compared entry with this formula, charge and spin	16.6	kcal/mol
net charge	+1
SMILES	CCC[C@H]([NH3+])C=O
LUMO energy	-3.696	eV

Cartesian coordinates (Å):
O: -1.3669 1.0122 2.1896
C: -1.0064 0.9254 1.0437
C: 0.3256 0.1696 0.8137
C: 0.2101 -0.9748 -0.1810
C: -0.5560 -0.5793 -1.4814
C: 0.0484 0.6622 -2.1390
N: 0.8371 -0.2470 2.1612
H: -1.5462 1.4467 0.2465
H: 0.9862 0.9766 0.4966
H: -0.4579 -1.7174 0.2656
H: 1.1580 -1.4183 -0.4845
H: -0.5191 -1.4101 -2.1915
H: -1.6220 -0.6265 -1.2272
H: 1.1177 0.4286 -2.1336
H: -0.0599 1.5719 -1.5509
H: -0.2850 0.8187 -3.1585
H: 0.5594 0.4972 2.8152
H: 0.3605 -1.0857 2.5022
H: 1.8163 -0.4501 2.0134

---

(6)
Density functional theory data (the ωB97M-V functional and the def2-TZVPD basis) for 2 unconnected molecules or ions with the total composition C5H12NO in a non-equilibrium geometry.

calculated total energy	-8908.502	eV
orbital gap	9.178	eV
ΔE to the lowest compared entry with this formula, charge and spin	49.1	kcal/mol
net charge	+1
LUMO energy	-5.342	eV

Cartesian coordinates (Å):
C: -1.9059 0.8793 1.3676
C: -1.0016 1.9798 0.8400
C: 0.1590 1.4618 0.0077
C: 0.3473 0.1934 -0.2845
N: 1.6709 -0.2585 -0.6731
C: 2.2719 -1.3086 -0.2440
H: -2.5981 0.4275 0.6614
H: -1.4225 0.1457 2.0184
H: -2.5670 1.3905 2.0844
H: -1.5583 2.7378 0.2819
H: -0.4626 2.5142 1.6298
H: 0.8393 2.2507 -0.2798
H: -0.2123 -0.7177 -0.2081
H: 2.3548 0.4956 -0.8109
H: 1.5439 -1.9723 0.2184
H: 3.2995 -1.5588 -0.4736
H: -0.6016 -2.7164 -1.3749
H: 0.2572 -3.3157 -2.4452
O: -0.4135 -2.6284 -2.3156

---

(7)
Density functional theory data (the ωB97M-V functional and the def2-TZVPD basis) for 2 unconnected molecules or ions with the total composition C5H12NO in a non-equilibrium geometry.

calculated total energy	-8905.251	eV
orbital gap (spin up / spin down)	9.481 / 7.473	eV
ΔE to the lowest compared entry with this formula, charge and spin	124.0	kcal/mol
net charge	+1
LUMO energy (spin up / spin down)	-6.074 / -7.977	eV

Cartesian coordinates (Å):
C: 0.4405 -1.4416 -1.1150
C: 0.3171 -0.0503 -1.7306
C: 0.9658 -1.2818 0.3200
C: -0.3500 0.9403 -0.6307
C: 0.1390 -0.3003 1.2595
N: -1.4640 1.8319 1.5928
O: 0.2169 0.9657 0.6183
H: -0.5743 -1.9240 -1.0893
H: 1.0727 -2.0824 -1.7220
H: 1.2601 0.3244 -2.0778
H: -0.5546 -0.0524 -2.3942
H: 0.9837 -2.2015 0.9605
H: 1.9335 -0.8610 0.1409
H: -0.4578 1.9088 -1.1556
H: -1.3075 0.5267 -0.5720
H: -0.8466 -0.5315 1.3767
H: 0.6453 -0.3079 2.2263
H: -1.1512 2.7793 1.3919
H: -1.2686 1.7574 2.6002

---

(8)
Density functional theory data (the ωB97M-V functional and the def2-TZVPD basis) for 3 unconnected molecules or ions with the total composition C5H12NO in a non-equilibrium geometry.

calculated total energy	-8902.040	eV
orbital gap	5.806	eV
ΔE to the lowest compared entry with this formula, charge and spin	198.1	kcal/mol
net charge	+1
LUMO energy	-9.049	eV

Cartesian coordinates (Å):
O: 1.3500 0.9062 -0.4885
C: 0.4795 0.6886 -1.4498
C: -0.9201 0.7443 -0.7389
C: -0.8676 1.1921 0.6825
C: -0.3772 0.1117 1.5466
C: 1.0178 0.3369 2.1807
N: -0.5541 1.7081 -1.7635
H: 0.6845 -0.0448 -2.2213
H: -1.6984 0.1049 -1.0993
H: -0.1589 1.9348 0.6361
H: -1.9082 1.4401 0.7652
H: -0.3879 -0.8580 0.9574
H: -1.0447 -0.2305 2.4792
H: 0.8541 1.2019 2.8822
H: 1.4859 -0.3911 2.7770
H: 1.6512 0.7923 1.4540
H: -0.0718 2.6120 -1.5387
H: 0.7460 -6.0627 -3.5623
H: -0.2801 -6.1869 -3.4988

---

(9)
Density functional theory data (the ωB97M-V functional and the def2-TZVPD basis) for 2 unconnected molecules or ions with the total composition C5H12NO in a non-equilibrium geometry.

calculated total energy	-8909.132	eV
orbital gap	7.795	eV
ΔE to the lowest compared entry with this formula, charge and spin	34.5	kcal/mol
net charge	+1
LUMO energy	-4.724	eV

Cartesian coordinates (Å):
C: -0.3292 0.4369 -0.9094
C: -0.6101 1.7517 -0.8136
O: -1.3043 2.2428 0.2140
C: -0.2431 2.7340 -1.8948
H: 0.2608 0.0857 -1.7441
H: -0.9941 -0.2844 -0.4486
H: -1.8071 3.0091 -0.0401
H: 0.4144 2.2997 -2.6404
H: -1.1420 3.1010 -2.3941
H: 0.2395 3.6004 -1.4346
C: 0.3386 -1.6128 2.3018
C: 0.9404 -2.9880 0.3985
N: 0.6681 -1.8554 0.8908
H: -0.6243 -1.1077 2.3306
H: 1.0842 -0.9316 2.7097
H: 0.3314 -2.5520 2.8425
H: 1.1064 -3.8571 1.0213
H: 1.0348 -3.0607 -0.6776
H: 0.6355 -1.0115 0.2881

---

(10)
Density functional theory data (the ωB97M-V functional and the def2-TZVPD basis) for a gas-phase ion, C5H12NO (charge +1) in a non-equilibrium geometry.

calculated total energy	-8907.600	eV
orbital gap	9.504	eV
ΔE to the lowest compared entry with this formula, charge and spin	69.9	kcal/mol
net charge	+1
SMILES	C=C([NH3+])CCCO
LUMO energy	-3.873	eV

Cartesian coordinates (Å):
C: 0.9222 2.1534 -0.4798
O: -0.0704 2.8735 0.3065
C: 0.9116 0.7766 0.0911
C: 0.0917 -0.2453 -0.8224
C: -0.5931 -1.1142 0.0851
C: -1.8723 -1.0679 0.6005
N: 0.1079 -2.3344 0.4703
H: 0.7910 2.3054 -1.5323
H: 1.8286 2.6795 -0.0897
H: -0.9449 2.8936 -0.2101
H: 0.5730 0.7423 1.1609
H: 2.0025 0.4077 0.1205
H: -0.6768 0.3036 -1.5163
H: 0.7527 -0.6578 -1.7262
H: -2.5489 -0.2874 0.3834
H: -2.4601 -1.5641 1.3287
H: 1.2239 -2.2981 0.2162
H: -0.2891 -3.1626 0.1367
H: 0.2505 -2.4038 1.4769